# 1
Entry from OMol25: a 11-piece molecular cluster, C36H72Cl8O21 overall at a distorted geometry (ωB97M-V/def2-TZVPD).

```
137
Properties=species:S:1:pos:R:3:lowdin_charge:R:1
C 12.414 12.449 15.881 -0.07
C 13.679 12.187 16.602 -0.24
O 14.077 10.836 16.347 0.04
C 15.259 10.470 16.880 -0.61
O 15.996 11.141 17.591 0.08
O 15.487 9.267 16.447 0.02
C 16.707 8.573 16.872 0.04
H 12.143 13.511 15.883 0.09
H 11.525 11.894 16.123 0.08
H 12.606 12.265 14.867 0.06
H 13.695 12.393 17.715 0.14
H 14.406 12.890 16.231 0.11
H 17.071 8.295 15.900 0.08
H 16.364 7.714 17.458 0.10
H 17.340 9.191 17.465 0.06
C 24.040 15.093 15.183 -0.04
C 22.502 15.181 15.139 -0.18
O 22.126 16.440 15.835 0.03
C 21.722 16.303 17.087 -0.59
O 21.496 15.233 17.692 0.04
O 21.797 17.455 17.718 0.02
C 21.324 17.407 19.067 -0.09
H 24.364 14.837 16.163 0.06
H 24.358 16.114 14.994 0.08
H 24.312 14.366 14.379 0.08
H 21.956 14.397 15.684 0.09
H 22.168 15.230 14.069 0.13
H 22.019 16.847 19.780 0.06
H 20.432 16.822 19.100 0.02
H 21.131 18.404 19.496 0.10
C 15.115 15.252 20.084 -0.05
C 14.914 14.523 21.410 -0.24
O 14.906 15.575 22.352 0.01
C 14.860 15.138 23.660 -0.56
O 14.564 13.998 23.974 0.09
O 15.124 16.151 24.473 0.01
C 14.885 15.912 25.920 0.03
H 14.154 15.706 19.754 0.09
H 15.594 14.565 19.344 0.08
H 15.770 16.051 20.312 0.06
H 15.788 13.769 21.585 0.14
H 14.030 13.973 21.617 0.10
H 14.114 16.619 26.267 0.10
H 15.839 16.262 26.308 0.09
H 14.721 14.898 26.078 0.06
C 16.578 11.407 24.925 -0.06
C 17.408 12.576 24.463 -0.25
O 17.744 13.381 25.573 0.03
C 18.963 14.005 25.535 -0.56
O 19.794 13.910 24.670 0.11
O 19.056 14.727 26.637 0.01
C 20.323 15.479 26.757 0.01
H 16.049 11.055 24.051 0.06
H 15.778 11.646 25.687 0.10
H 17.229 10.553 25.324 0.10
H 16.756 13.155 23.816 0.09
H 18.286 12.256 23.918 0.11
H 21.144 14.859 26.426 0.09
H 20.410 15.859 27.783 0.10
H 20.251 16.339 26.126 0.09
C 26.658 11.063 15.868 -0.05
C 26.867 12.364 15.123 -0.16
O 25.945 12.324 13.951 0.01
C 26.497 12.817 12.876 -0.60
O 27.583 13.371 12.760 0.09
O 25.603 12.590 11.835 -0.03
C 26.148 13.213 10.564 0.01
H 27.265 11.123 16.708 0.05
H 26.994 10.188 15.269 0.10
H 25.575 11.011 16.182 0.09
H 27.894 12.422 14.784 0.11
H 26.712 13.307 15.562 0.10
H 27.169 12.811 10.472 0.09
H 26.192 14.260 10.658 0.08
H 25.673 12.792 9.747 0.06
C 18.129 11.250 19.905 -0.04
C 18.469 12.547 19.201 -0.20
O 19.839 12.623 18.783 -0.03
C 20.284 11.840 17.802 -0.55
O 19.577 11.120 17.116 0.09
O 21.649 11.829 17.610 -0.04
C 22.468 12.522 18.577 -0.06
H 17.088 11.387 20.198 0.08
H 18.781 11.227 20.723 0.05
H 18.257 10.383 19.306 0.06
H 18.261 13.310 19.945 0.12
H 17.933 12.665 18.225 0.11
H 22.740 11.789 19.306 0.01
H 22.073 13.416 18.931 0.03
H 23.421 12.695 18.117 0.09
C 13.416 9.927 21.285 -0.04
C 14.104 9.836 19.937 -0.25
O 14.345 8.503 19.618 0.03
C 13.306 7.741 19.152 -0.57
O 13.551 6.593 18.979 0.16
O 12.239 8.477 18.783 -0.01
C 11.240 7.668 18.111 -0.01
H 13.869 9.299 22.039 0.08
H 12.430 9.487 21.173 0.07
H 13.277 10.947 21.630 0.07
H 15.068 10.273 19.890 0.09
H 13.487 10.295 19.190 0.11
H 11.547 7.280 17.160 0.09
H 10.370 8.232 17.848 0.09
H 11.096 6.790 18.682 0.08
Cl 19.379 8.691 13.330 0.55
C 20.739 9.566 14.133 -0.66
C 21.009 10.833 13.399 -0.74
Cl 22.353 11.672 14.067 0.67
H 21.602 8.940 14.185 0.06
H 20.528 9.800 15.162 0.04
H 20.112 11.476 13.494 0.07
H 21.103 10.691 12.301 0.08
Cl 24.131 9.475 18.928 0.55
C 22.636 8.793 18.152 -0.59
C 21.462 8.827 19.088 -0.70
Cl 21.624 7.912 20.580 0.58
H 22.790 7.738 17.932 0.07
H 22.471 9.260 17.213 0.05
H 20.611 8.411 18.544 0.08
H 21.117 9.815 19.338 0.04
Cl 23.196 12.216 22.170 0.56
C 21.556 12.670 22.777 -0.65
C 20.753 13.263 21.675 -0.66
Cl 21.240 14.956 21.304 0.64
H 21.612 13.375 23.566 0.03
H 20.984 11.796 23.171 0.10
H 19.695 13.210 21.978 0.06
H 20.796 12.690 20.724 0.04
Cl 17.717 13.586 15.283 0.60
C 18.470 15.103 15.848 -0.60
C 17.976 15.491 17.204 -0.64
Cl 18.077 17.232 17.591 0.61
H 18.003 15.724 15.094 0.06
H 19.531 14.895 15.778 0.05
H 18.535 15.011 17.970 0.04
H 16.938 15.301 17.257 0.03
```

## Properties
- HOMO level (eV) = -10.474
- net charge = 0
- structure (SMILES) = CCOC(=O)OC.CCOC(=O)OC.CCOC(=O)OC.CCOC(=O)OC.CCOC(=O)OC.CCOC(=O)OC.CCOC(=O)OC.ClCCCl.ClCCCl.ClCCCl.ClCCCl

***

# 2
Entry from OMol25: C49H41GeNO2PtS5 as an isolated structure at a distorted geometry (ωB97M-V/def2-TZVPD).

```
100
Properties=species:S:1:pos:R:3:lowdin_charge:R:1
Pt -0.331 -0.288 -0.212 1.12
O 1.475 -0.055 -1.219 -0.21
C 1.502 0.467 -2.515 -0.45
C 0.219 0.049 -3.295 -0.08
C -0.886 0.956 -2.886 -0.28
C -1.515 1.767 -3.811 0.00
C -2.411 2.728 -3.381 -0.01
C -2.591 2.896 -2.024 0.00
C -1.945 2.056 -1.124 -0.21
C -2.105 2.417 0.338 -0.04
C -1.275 1.647 1.385 -0.55
O 0.021 1.460 0.960 -0.27
C -1.320 2.450 2.686 -0.16
C -2.289 2.221 3.657 -0.03
C -2.272 2.940 4.845 -0.07
C -1.283 3.886 5.070 -0.08
C -0.315 4.117 4.101 -0.06
C -0.332 3.399 2.915 -0.01
C -1.798 0.229 1.607 -0.26
C -0.975 -0.562 2.565 -0.37
C -1.251 -2.005 2.592 -0.36
C -2.458 -2.517 1.960 -0.08
C -3.272 -1.704 1.262 -0.08
C -2.918 -0.333 1.043 0.00
N -1.169 1.056 -1.572 0.03
C 1.570 2.001 -2.619 -0.18
C 1.311 2.813 -1.525 -0.02
C 1.280 4.197 -1.674 -0.06
C 1.539 4.777 -2.905 -0.09
C 1.837 3.967 -3.996 -0.07
C 1.843 2.589 -3.854 -0.05
C 2.748 -0.159 -3.161 -0.14
C 2.714 -1.447 -3.682 -0.02
C 3.869 -2.046 -4.160 -0.07
C 5.076 -1.365 -4.127 -0.08
C 5.120 -0.079 -3.607 -0.07
C 3.967 0.513 -3.112 -0.02
H 0.377 0.118 -4.370 0.14
H 0.025 -0.988 -3.028 0.05
H -1.295 1.641 -4.862 0.13
H -2.926 3.365 -4.088 0.12
H -3.226 3.681 -1.636 0.13
H -3.165 2.405 0.606 0.13
H -1.776 3.455 0.414 0.14
H -3.057 1.471 3.494 0.12
H -3.030 2.757 5.596 0.10
H -1.268 4.441 5.999 0.10
H 0.457 4.855 4.274 0.11
H 0.431 3.543 2.160 0.12
H -0.609 -0.049 3.448 0.14
H -0.874 -2.576 3.438 0.02
H -2.705 -3.557 2.125 0.13
H -4.198 -2.075 0.844 0.12
H -3.566 0.259 0.407 0.13
H 1.124 2.362 -0.559 0.09
H 1.059 4.827 -0.821 0.10
H 1.511 5.853 -3.022 0.10
H 2.071 4.412 -4.955 0.10
H 2.080 1.964 -4.708 0.13
H 1.785 -1.999 -3.719 0.09
H 3.824 -3.057 -4.547 0.10
H 5.978 -1.834 -4.498 0.10
H 6.056 0.463 -3.572 0.10
H 4.017 1.509 -2.694 0.12
C -0.989 -2.959 6.818 -0.39
S -0.598 -4.073 5.435 0.76
C 1.023 -3.489 5.064 -1.05
C 1.367 -2.524 4.206 -0.64
S 0.325 -1.504 1.673 0.94
S 3.018 -2.112 4.206 0.82
C 3.603 -3.205 5.454 -1.54
S 5.176 -3.239 5.952 0.45
S 2.356 -4.198 6.074 0.84
H -2.014 -3.161 7.128 0.02
H -0.887 -1.928 6.483 0.03
H -0.301 -3.156 7.637 0.03
Ge -0.803 -2.468 -1.194 0.85
C -2.108 -2.858 -2.632 -0.33
C -2.566 -1.991 -3.621 -0.11
C -3.483 -2.414 -4.577 -0.09
C -3.963 -3.714 -4.554 -0.09
C -3.524 -4.590 -3.570 -0.08
C -2.608 -4.162 -2.620 -0.13
C 0.756 -3.627 -1.523 -0.34
C 1.611 -3.966 -0.473 -0.11
C 2.635 -4.883 -0.655 -0.07
C 2.836 -5.461 -1.902 -0.08
C 1.998 -5.131 -2.956 -0.09
C 0.962 -4.227 -2.763 -0.14
H -1.458 -3.350 -0.097 -0.01
H -2.215 -0.969 -3.656 0.07
H -3.816 -1.729 -5.346 0.10
H -4.675 -4.048 -5.298 0.10
H -3.888 -5.609 -3.544 0.10
H -2.267 -4.849 -1.853 0.10
H 1.482 -3.515 0.503 0.05
H 3.276 -5.148 0.176 0.11
H 3.648 -6.161 -2.050 0.10
H 2.149 -5.579 -3.931 0.10
H 0.293 -3.997 -3.587 0.10
```

## Properties
- HOMO level (eV) = -6.493
- net charge = 0

***

# 3
Entry from OMol25: a 2-piece molecular cluster, C5H13NO overall (ωB97M-V/def2-TZVPD).

```
20
Properties=species:S:1:pos:R:3:lowdin_charge:R:1
C -0.906 -3.218 0.369 -0.01
C 0.469 -2.876 -0.151 -0.59
N 0.538 -1.839 -1.047 0.15
O 1.465 -3.512 0.132 0.04
H -1.053 -2.888 1.398 0.08
H -0.923 -4.304 0.358 0.09
H -1.729 -2.721 -0.153 0.07
H 1.411 -1.735 -1.534 0.11
H -0.264 -1.304 -1.318 0.08
C -0.751 2.434 1.122 -0.14
C 0.249 1.613 0.328 -0.32
C 0.786 2.416 -0.869 -0.12
H -1.052 1.999 2.078 0.07
H -1.665 2.645 0.559 0.07
H -0.309 3.415 1.337 0.07
H 1.043 1.334 1.029 0.10
H -0.141 0.693 -0.094 0.06
H 1.087 1.773 -1.703 0.06
H 0.048 3.132 -1.251 0.07
H 1.699 2.942 -0.591 0.07
```

## Properties
- HOMO level (eV) = -9.897
- net charge = 0
- structure (SMILES) = CC(N)=O.CCC

***

no.,E_LUMO (eV)
1,0.43
2,-2.33
3,0.74